Run P
{"formula": "C24H36O18", "method": "ωB97M-V with the def2-TZVPD basis set", "gap_ev": 10.87, "smiles": "C[C@H]1COC(=O)O1.C[C@H]1COC(=O)O1.C[C@H]1COC(=O)O1.C[C@H]1COC(=O)O1.C[C@H]1COC(=O)O1.C[C@H]1COC(=O)O1", "homo_energy_ev": -10.48, "lumo_ev": 0.40, "symbols": ["H", "H", "H", "C", "H", "H", "H", "C", "H", "H", "O", "H", "O", "H", "H", "C", "O", "C", "C", "H", "H", "H", "C", "C", "H", "H", "C", "O", "H", "H", "C", "H", "C", "O", "H", "C", "H", "C", "O", "C", "H", "O", "O", "C", "H", "H", "C", "H", "C", "C", "H", "C", "O", "C", "H", "H", "C", "O", "O", "C", "H", "H", "C", "H", "O", "H", "O", "H", "H", "C", "O", "O", "H", "O", "H", "O", "O", "C"], "positions_angstrom": [[-16.747, 25.815, 3.817], [-24.968, 14.195, 9.019], [-19.857, 22.789, -4.202], [-17.594, 25.495, 3.209], [-23.340, 10.057, 0.685], [-25.090, 18.509, -4.458], [-22.637, 20.697, 1.140], [-19.660, 22.993, -3.149], [-18.824, 24.517, 4.718], [-25.743, 21.216, 0.240], [-23.698, 12.492, -0.423], [-21.571, 13.014, 9.761], [-23.565, 22.182, -5.793], [-20.722, 12.389, -1.548], [-22.337, 17.030, -5.508], [-22.488, 11.761, -0.328], [-24.445, 16.157, 8.826], [-19.378, 26.627, 4.736], [-22.762, 10.266, -0.215], [-21.959, 11.493, -2.442], [-22.134, 14.511, 7.916], [-20.030, 25.113, -2.797], [-24.306, 14.824, 8.423], [-24.138, 18.993, -4.675], [-17.635, 23.416, -3.616], [-21.932, 12.186, 0.508], [-25.844, 20.490, 1.047], [-22.167, 25.662, 2.864], [-17.426, 24.585, 2.634], [-26.689, 19.843, 0.809], [-23.687, 20.961, -5.660], [-17.848, 23.394, -1.922], [-19.144, 20.972, -2.321], [-24.477, 14.342, -1.504], [-18.790, 27.522, 4.534], [-23.612, 18.710, -6.056], [-23.072, 12.295, 8.958], [-22.304, 17.933, -6.117], [-23.402, 20.013, -6.540], [-24.492, 19.685, 1.214], [-21.506, 18.590, -5.774], [-19.967, 25.075, 3.127], [-17.991, 21.571, -2.565], [-22.851, 14.420, 8.732], [-23.313, 9.807, -1.036], [-23.335, 18.742, -3.981], [-23.356, 20.411, 1.908], [-21.481, 24.096, -2.592], [-23.578, 13.530, -1.365], [-22.625, 13.125, 9.505], [-20.343, 24.175, -1.373], [-21.795, 12.251, -1.676], [-22.454, 15.500, 9.575], [-21.084, 25.748, 3.499], [-24.132, 19.403, 0.224], [-17.701, 26.234, 2.415], [-23.336, 16.524, 9.489], [-20.797, 26.688, 4.398], [-22.504, 13.391, -2.036], [-23.698, 18.355, 2.842], [-23.708, 21.368, 2.292], [-26.115, 21.061, 1.934], [-20.400, 24.145, -2.461], [-24.557, 14.713, 7.368], [-19.219, 19.796, -2.035], [-23.046, 13.233, 10.504], [-22.933, 19.489, 2.908], [-21.891, 9.645, -0.002], [-24.298, 18.219, -6.746], [-18.918, 25.348, 4.018], [-20.129, 21.854, -2.494], [-24.702, 18.519, 1.988], [-19.360, 26.406, 5.803], [-23.321, 17.624, 10.083], [-22.023, 17.697, -7.144], [-24.312, 20.412, -4.634], [-23.436, 17.323, 3.444], [-18.174, 22.887, -2.830]], "lowdin_charge": [0.084, 0.132, 0.164, -0.016, 0.082, 0.143, 0.132, -0.300, 0.150, 0.078, 0.050, 0.086, 0.110, 0.135, 0.091, -0.300, 0.075, -0.053, -0.030, 0.130, 0.153, 0.085, -0.101, -0.071, 0.140, 0.149, -0.006, 0.087, 0.081, 0.078, -0.564, 0.138, -0.559, 0.132, 0.134, -0.331, 0.090, -0.016, 0.092, -0.299, 0.092, 0.072, 0.096, -0.305, 0.088, 0.136, -0.104, 0.086, -0.548, -0.022, 0.089, -0.077, 0.067, -0.507, 0.145, 0.083, -0.498, 0.075, 0.107, -0.527, 0.129, 0.079, -0.010, 0.138, 0.140, 0.090, 0.073, 0.082, 0.153, -0.320, 0.077, 0.098, 0.129, 0.096, 0.085, 0.081, 0.123, -0.146]}

---

Run Q
{"formula": "C24H36O18", "method": "ωB97M-V with the def2-TZVPD basis set", "gap_ev": 10.59, "smiles": "C[C@H]1COC(=O)O1.C[C@H]1COC(=O)O1.C[C@H]1COC(=O)O1.C[C@H]1COC(=O)O1.C[C@H]1COC(=O)O1.C[C@H]1COC(=O)O1", "homo_energy_ev": -10.45, "lumo_ev": 0.14, "symbols": ["H", "H", "C", "C", "O", "H", "H", "H", "O", "C", "O", "H", "H", "O", "C", "H", "C", "H", "O", "C", "C", "C", "C", "H", "O", "H", "H", "C", "H", "H", "H", "C", "C", "O", "C", "H", "C", "H", "H", "H", "C", "O", "H", "O", "O", "H", "H", "O", "H", "H", "H", "H", "O", "O", "H", "H", "O", "C", "H", "C", "H", "H", "C", "O", "C", "C", "H", "H", "O", "H", "C", "C", "H", "C", "C", "O", "O", "H"], "positions_angstrom": [[13.883, -18.002, -4.713], [12.300, -8.860, -5.760], [6.933, -14.852, 3.891], [8.959, -13.915, 4.176], [14.184, -21.260, 1.508], [21.413, -18.319, -2.281], [14.055, -8.018, -6.657], [7.551, -13.710, 2.056], [22.550, -14.589, -2.168], [12.484, -9.293, -6.744], [17.055, -19.997, -6.504], [8.724, -16.177, 1.263], [24.192, -16.737, -2.116], [14.987, -19.629, -5.412], [15.947, -18.041, -3.992], [14.309, -9.425, -7.766], [12.614, -18.862, 3.281], [7.663, -16.797, 2.304], [21.819, -14.334, -0.169], [13.234, -21.400, 2.554], [16.373, -13.032, 1.812], [13.915, -19.337, -3.359], [22.785, -15.537, -3.161], [13.509, -20.430, 4.478], [7.738, -14.067, 4.746], [21.804, -15.644, -3.624], [11.571, -19.120, 3.098], [13.613, -8.662, -7.417], [7.094, -15.962, 0.819], [11.731, -11.341, -5.971], [14.334, -10.601, 0.835], [22.448, -18.060, -2.505], [14.918, -12.655, 1.441], [16.407, -20.711, 1.528], [15.269, -20.662, 2.021], [16.925, -13.082, 0.874], [7.756, -15.906, 1.684], [14.474, -12.358, 2.391], [16.067, -18.441, -2.986], [14.424, -20.257, -3.073], [14.628, -18.735, -4.402], [12.611, -13.825, -0.758], [23.537, -15.235, -3.890], [9.857, -13.222, 4.646], [16.912, -18.664, -4.718], [6.685, -15.858, 4.230], [15.884, -16.987, -4.262], [14.871, -19.899, 3.053], [12.506, -11.434, -7.512], [22.647, -18.356, -3.535], [12.601, -18.207, 4.153], [12.980, -19.746, -3.740], [11.301, -9.094, -7.555], [13.964, -12.140, -0.580], [15.722, -11.272, 0.123], [13.429, -11.113, -6.203], [13.011, -8.026, -8.538], [11.638, -8.181, -8.544], [16.866, -12.352, 2.507], [12.456, -10.831, -6.605], [23.057, -18.772, -1.948], [12.278, -21.365, 2.032], [13.538, -13.326, -0.222], [8.986, -14.660, 3.031], [13.508, -20.116, 3.434], [14.704, -11.535, 0.412], [12.852, -18.337, 2.356], [13.534, -22.369, 2.955], [10.913, -7.677, -9.390], [5.965, -14.357, 3.810], [7.622, -14.670, 2.567], [22.161, -15.095, -1.060], [13.753, -18.708, -2.484], [16.355, -19.494, -5.633], [23.105, -16.699, -2.187], [14.260, -13.730, 0.894], [22.593, -16.276, -0.949], [16.362, -14.021, 2.272]], "lowdin_charge": [0.152, 0.151, -0.111, -0.506, 0.036, 0.092, 0.140, 0.167, 0.080, -0.321, 0.130, 0.087, 0.158, 0.106, -0.113, 0.139, -0.012, 0.081, 0.127, -0.067, -0.011, -0.065, -0.069, 0.143, 0.069, 0.137, 0.075, -0.119, 0.082, 0.085, 0.137, -0.013, -0.358, 0.111, -0.532, 0.084, -0.024, 0.146, 0.140, 0.108, -0.422, 0.178, 0.141, 0.129, 0.066, 0.139, 0.145, 0.070, 0.089, 0.082, 0.083, 0.102, 0.058, 0.097, 0.125, 0.075, 0.060, -0.464, 0.086, -0.026, 0.078, 0.132, -0.544, 0.032, -0.265, -0.112, 0.088, 0.138, 0.132, 0.135, -0.279, -0.675, 0.111, -0.461, -0.279, 0.086, 0.142, 0.085]}

---

Short version: run Q is the least stable of them.

---

Run P
{"formula": "C7H8N2O3", "method": "ωB97M-V with the def2-TZVPD basis set", "gap_ev": 9.75, "smiles": "C=C(CC#[N+][O-])COC#N.C=O", "homo_energy_ev": -9.49, "lumo_ev": 0.25, "symbols": ["H", "C", "C", "N", "O", "H", "C", "O", "O", "H", "C", "H", "C", "N", "H", "H", "C", "H", "H", "C"], "positions_angstrom": [[1.310, 2.305, -1.326], [-2.293, -2.628, -0.429], [-0.153, 1.239, 0.035], [0.302, -1.888, -0.932], [3.975, -0.826, -0.119], [-2.187, 1.492, 0.027], [-1.284, 1.693, -0.475], [0.496, -0.781, 1.218], [-2.675, -1.652, 0.157], [-0.986, 0.285, 1.875], [-0.125, 0.535, 1.342], [-1.614, -2.684, -1.221], [2.231, 0.721, -0.496], [3.148, 0.042, -0.259], [0.633, 0.865, 2.148], [1.610, 2.305, 0.418], [0.495, -1.361, 0.070], [-2.640, -3.616, -0.188], [-1.457, 2.210, -1.472], [1.213, 1.744, -0.373]], "lowdin_charge": [0.143, -0.147, -0.293, 0.196, 0.008, 0.059, 0.112, 0.000, 0.000, 0.111, -0.084, 0.023, -0.005, -0.113, 0.172, 0.113, -0.370, 0.073, 0.110, -0.107]}

---

Run Q
{"formula": "C7H8N2O3", "method": "ωB97M-V with the def2-TZVPD basis set", "gap_ev": 9.40, "smiles": "CCOC(=O)/C(C#N)=N\\CC=O", "homo_energy_ev": -10.13, "lumo_ev": -0.73, "symbols": ["N", "C", "C", "O", "H", "H", "H", "H", "N", "C", "O", "H", "H", "C", "H", "C", "O", "H", "C", "C"], "positions_angstrom": [[2.994, 0.962, 0.449], [-1.754, 0.162, -0.137], [4.438, -0.882, -0.298], [4.915, -0.445, -1.292], [4.210, -0.226, 1.600], [-3.847, 0.604, -0.912], [-2.574, 1.129, -1.994], [4.793, -1.881, -0.032], [0.984, 3.649, -0.110], [1.777, 1.299, 0.348], [0.559, -0.663, 1.140], [2.847, -0.998, 1.084], [-1.992, -0.108, 0.948], [-2.764, 1.044, -0.972], [-2.572, 2.116, -0.615], [0.548, 0.361, 0.525], [-0.481, 0.853, -0.126], [-1.515, -0.735, -0.579], [1.374, 2.580, -0.031], [3.539, -0.292, 0.819]], "lowdin_charge": [0.157, -0.160, -0.231, 0.086, 0.111, 0.112, 0.033, 0.115, 0.206, -0.178, 0.140, 0.077, 0.151, -0.044, 0.102, -0.443, -0.022, 0.085, -0.157, -0.141]}

---

Short version: run P is the least stable of them.

---

Run P
{"formula": "C4H9N4O", "method": "ωB97M-V with the def2-TZVPD basis set", "gap_ev": 9.31, "charge": 1, "homo_energy_ev": -13.59, "lumo_ev": -4.28, "symbols": ["H", "H", "N", "H", "C", "H", "N", "O", "C", "H", "C", "H", "H", "H", "N", "H", "C", "N"], "positions_angstrom": [[-0.203, -2.355, 0.237], [-0.431, -1.479, 1.716], [-0.607, 1.301, 0.975], [-2.040, -0.009, -1.597], [0.260, -0.353, -1.110], [2.256, 1.766, -0.419], [-1.272, 0.084, -1.061], [1.087, 0.628, -1.691], [0.721, 0.844, 0.682], [0.196, -1.411, -1.522], [0.216, -1.626, 0.909], [1.421, 0.906, 2.169], [-0.923, 1.852, 1.733], [-2.585, 0.750, 0.363], [0.552, -0.435, 0.240], [1.230, -2.146, 1.153], [-1.543, 0.777, 0.092], [1.331, 1.438, -0.469]], "lowdin_charge": [0.091, 0.077, 0.143, 0.099, -0.254, 0.121, 0.204, 0.041, -0.346, 0.195, -0.030, 0.295, 0.139, 0.155, -0.190, 0.146, 0.017, 0.097]}

---

Run Q
{"formula": "C4H9N4O", "method": "ωB97M-V with the def2-TZVPD basis set", "gap_ev": 9.82, "charge": 1, "smiles": "Nn1cc[n+](N)c1CO", "homo_energy_ev": -13.32, "lumo_ev": -3.50, "symbols": ["H", "O", "H", "H", "C", "H", "C", "H", "H", "N", "N", "N", "C", "H", "H", "N", "C", "H"], "positions_angstrom": [[2.941, 0.866, 0.618], [-1.884, 1.304, 0.699], [-0.649, 2.056, -0.849], [0.638, -3.024, -0.018], [1.655, -1.119, 0.223], [-1.963, -2.500, -0.894], [-0.044, 0.137, -0.317], [-1.801, 0.709, -1.257], [-1.342, 1.873, 1.239], [-0.560, -1.296, -0.150], [2.071, 1.191, 0.188], [1.226, 0.111, 0.015], [0.534, -1.946, 0.133], [-2.405, -0.946, -0.469], [2.004, 1.872, -0.487], [-1.825, -1.713, -0.236], [-1.108, 1.133, -0.456], [2.678, -1.550, 0.259]], "lowdin_charge": [0.138, 0.004, 0.141, 0.153, -0.020, 0.151, -0.066, 0.153, 0.101, -0.073, 0.179, -0.112, -0.032, 0.084, 0.089, 0.154, -0.204, 0.162]}

---

Short version: run P is the least stable of them.

---

Run P
{"formula": "C6H8NO4S", "method": "ωB97M-V with the def2-TZVPD basis set", "gap_ev": 7.46, "charge": -1, "homo_energy_ev": -4.27, "lumo_ev": 3.20, "symbols": ["O", "O", "S", "O", "C", "H", "H", "H", "H", "N", "H", "H", "H", "O", "C", "C", "C", "H", "C", "C"], "positions_angstrom": [[-0.222, -2.731, 2.459], [-1.750, -2.373, -0.246], [0.659, -0.687, -1.759], [-2.113, 1.073, 0.065], [-1.268, -1.113, -0.116], [0.678, 0.842, 0.604], [0.860, 0.770, -3.722], [1.809, -0.378, 2.725], [0.258, 0.071, 3.575], [-0.516, -0.896, 1.007], [-0.838, 0.863, 1.766], [-0.619, 1.026, -2.789], [-1.266, -3.123, 0.064], [-3.177, -0.219, -1.367], [0.631, -0.357, 2.605], [0.048, 0.247, -3.177], [-0.120, -1.567, 2.098], [-0.367, -0.419, -4.031], [0.104, 0.394, 1.380], [-2.269, 0.049, -0.589]], "lowdin_charge": [0.055, 0.094, 0.493, -0.027, -0.270, 0.079, -0.001, 0.146, 0.115, -0.019, 0.125, 0.008, 0.101, 0.000, -0.070, -0.595, -0.444, 0.040, -0.114, -0.718]}

---

Run Q
{"formula": "C6H8NO4S", "method": "ωB97M-V with the def2-TZVPD basis set", "gap_ev": 8.31, "charge": -1, "homo_energy_ev": -5.05, "lumo_ev": 3.25, "symbols": ["O", "H", "H", "H", "H", "O", "C", "C", "C", "H", "C", "H", "S", "O", "C", "C", "H", "H", "N", "O"], "positions_angstrom": [[1.900, 0.836, -2.835], [0.006, -1.301, -1.908], [1.204, 1.894, -2.504], [0.835, -1.635, -0.392], [-0.900, 1.624, 0.676], [0.845, 2.688, -1.854], [1.205, 2.399, -0.588], [-0.733, 0.533, 0.499], [-0.025, -1.220, -0.833], [-0.964, -1.586, -0.532], [1.479, 0.891, -0.511], [-0.030, -0.825, 1.894], [1.964, 0.429, 1.102], [3.273, -0.301, -1.524], [0.177, 0.172, 1.663], [2.293, 0.411, -1.739], [-1.708, 0.144, 0.482], [-0.059, 0.895, 2.543], [-0.220, 0.251, -0.748], [1.332, 3.175, 0.355]], "lowdin_charge": [0.027, 0.085, 0.030, 0.063, 0.122, 0.025, -0.554, -0.375, -0.092, 0.065, -0.459, 0.030, 0.955, -0.005, -0.380, -0.690, 0.099, 0.103, -0.072, 0.021]}

---

Short version: run P is the least stable of them.